The following is a DFT calculation (ωB97M-V with the def2-TZVPD basis set) of a molecular structure, C25H27N5O4P2PtSSe.

The geometry in XYZ format:
```
66
Properties=species:S:1:pos:R:3:forces:R:3
Pt 1.2361 -0.3480 -0.5590 -0.16 -0.13 0.37
S 6.0716 5.2308 0.0127 0.00 0.00 0.00
N 6.3130 3.6417 0.0550 0.00 0.00 0.00
C 5.1339 3.0703 -0.1282 0.00 0.00 0.00
C 4.8883 1.6411 -0.1643 -0.01 0.01 0.00
C 5.8660 0.6572 -0.0006 0.00 -0.01 0.00
C 5.4853 -0.6651 -0.0483 0.01 0.01 -0.02
C 4.1500 -0.9936 -0.2596 0.01 0.00 -0.10
N 3.2145 -0.0642 -0.4280 0.02 -0.06 0.18
C 3.5740 1.2404 -0.3693 0.00 -0.01 0.03
C 2.4987 2.1929 -0.5262 0.02 -0.02 -0.04
N 1.2711 1.6578 -0.7063 -0.04 -0.08 -0.13
C 0.2353 2.4611 -0.9061 -0.02 0.01 -0.03
C 0.3815 3.8447 -0.9296 -0.01 0.02 0.02
C 1.6207 4.4075 -0.7155 0.01 -0.01 0.00
C 2.7156 3.5646 -0.5108 -0.01 0.01 -0.01
C 4.0802 4.0043 -0.2961 0.00 0.00 0.00
N 4.4828 5.2631 -0.2368 0.00 0.00 0.00
H 6.8956 0.9465 0.1631 0.00 0.00 0.00
H 6.2059 -1.4601 0.0759 0.00 0.00 0.00
H 3.8286 -2.0219 -0.3041 -0.01 0.00 0.01
H -0.7163 1.9740 -1.0573 -0.01 -0.01 0.05
H -0.4807 4.4675 -1.1194 -0.01 -0.01 0.01
H 1.7639 5.4800 -0.7131 0.00 0.00 -0.01
C -2.8452 3.4263 1.5581 -0.12 0.00 0.04
P -2.6508 1.6686 1.8329 0.27 0.04 0.08
C -3.4586 1.2848 3.3846 -0.05 -0.02 -0.03
C -3.6518 0.9026 0.5158 -0.10 0.04 0.03
C -3.4715 -0.5979 0.2649 0.04 0.00 0.04
P -2.1101 -1.1750 -0.7876 -0.06 -0.17 -0.01
C -1.9903 -2.9246 -0.4244 0.00 -0.01 -0.05
C -2.6342 -1.0067 -2.4913 0.02 0.04 0.01
H -3.9052 3.6751 1.4803 0.01 0.03 0.01
H -2.3439 3.7178 0.6365 0.03 -0.01 0.00
H -2.4135 3.9751 2.3945 0.03 -0.01 -0.01
H -4.5073 1.5822 3.3513 0.00 0.01 0.02
H -2.9481 1.8209 4.1849 0.03 -0.02 -0.01
H -3.3889 0.2208 3.6114 -0.03 -0.01 -0.01
H -3.5500 1.4898 -0.4004 0.11 -0.02 0.00
H -4.6809 1.0599 0.8546 -0.02 0.04 -0.13
H -4.3603 -0.9709 -0.2543 -0.03 -0.05 0.08
H -3.4226 -1.1515 1.2067 0.08 0.00 0.01
H -2.9761 -3.3902 -0.4629 0.00 0.00 -0.01
H -1.5701 -3.0554 0.5737 -0.02 0.00 0.00
H -1.3439 -3.4092 -1.1558 0.01 -0.01 0.00
H -3.5938 -1.4944 -2.6625 0.00 -0.01 0.01
H -1.8822 -1.4624 -3.1364 0.00 0.01 0.00
H -2.7160 0.0494 -2.7510 -0.03 0.00 0.00
N 1.3008 -2.3337 -0.2397 0.23 0.06 -0.10
C 1.4635 -3.4240 0.0781 -0.11 0.08 -0.08
C 1.6403 -4.7810 0.4761 0.00 -0.01 0.04
C 1.9911 -5.7415 -0.4767 -0.03 0.01 0.00
C 2.1603 -7.0515 -0.0700 0.00 0.00 0.00
C 1.9822 -7.3928 1.2658 0.00 0.00 0.00
C 1.6365 -6.4316 2.2088 0.00 -0.01 -0.01
C 1.4634 -5.1161 1.8220 0.02 0.01 0.00
H 2.1247 -5.4601 -1.5127 0.01 0.00 0.00
H 2.4318 -7.8083 -0.7925 0.00 0.00 0.00
H 2.1168 -8.4203 1.5761 0.00 0.00 0.00
H 1.5063 -6.7094 3.2453 0.00 0.00 0.00
H 1.2076 -4.3520 2.5442 0.00 0.01 0.00
O -0.8201 -0.4271 -0.5422 0.07 0.28 -0.07
Se -0.4617 -0.5345 2.9599 0.25 -0.11 0.10
O -1.1893 1.2545 1.8157 -0.25 0.08 -0.23
O 1.0451 -0.5707 2.3895 -0.10 0.01 -0.05
O -0.5552 0.1477 4.3993 -0.05 0.00 0.00
```
Forces are in eV/Å.

Computed properties:
Frontier orbital gap (eV): 8.2246
ΔE to the lowest compared entry with this formula, charge and spin (kJ/mol): 0.00
Total charge: +2
Energy (eV): -139999.3942

Results of the Mulliken charge analysis, in e, for atoms 1 through 4: number 1, Pt, carries 1.25; number 2, S, carries 0.23; number 3, N, carries -0.64; number 4, C, carries 0.78



The following is a DFT calculation (ωB97M-V with the def2-TZVPD basis set) of a molecular structure, C25H27N6Pd.

The geometry in XYZ format:
```
59
Properties=species:S:1:pos:R:3:forces:R:3
Pd 0.1049 -0.2458 -0.4755 0.16 -0.35 -0.11
C -0.0052 -0.0526 2.5190 -0.02 0.01 0.00
N 0.9955 -0.2487 1.4563 0.05 -0.28 -0.38
C 2.1672 0.6467 1.5092 -0.11 -0.05 0.04
C 2.1375 1.7058 0.4556 0.02 0.32 -0.04
N 1.3230 1.7668 -0.5658 0.09 -0.39 0.16
C 1.7251 2.8855 -1.2955 -0.06 0.06 -0.02
C 1.2223 3.4403 -2.4718 0.03 0.00 -0.02
C 1.8335 4.5760 -2.9619 -0.02 -0.01 -0.02
C 2.9221 5.1676 -2.3055 0.01 0.00 0.02
C 3.4303 4.6368 -1.1381 0.00 0.01 0.00
C 2.8108 3.4907 -0.6559 -0.06 0.03 -0.05
N 3.0464 2.7148 0.4636 0.01 -0.04 0.07
C -0.9276 1.0806 2.2014 -0.05 0.10 -0.11
N -1.2508 1.4431 0.9929 -0.06 0.06 0.20
C -2.1336 2.5041 1.1547 -0.06 0.06 0.05
C -2.7753 3.2942 0.2019 0.00 -0.01 0.01
C -3.6104 4.2944 0.6536 0.00 0.00 -0.02
C -3.8109 4.5197 2.0246 0.01 -0.01 0.01
C -3.1776 3.7545 2.9826 -0.01 0.01 0.01
C -2.3377 2.7493 2.5174 0.00 -0.01 -0.09
N -1.5425 1.8209 3.1656 0.05 -0.01 0.12
H 0.4924 0.1131 3.4802 -0.05 0.00 0.02
H -0.5806 -0.9781 2.5899 0.00 0.00 -0.01
H 1.3315 -1.2008 1.5324 0.00 0.03 0.06
H 3.0623 0.0402 1.3553 0.01 0.00 0.01
H 2.2493 1.1038 2.5004 0.03 0.02 -0.03
H 0.3849 3.0040 -2.9951 0.00 -0.01 -0.01
H 1.4645 5.0237 -3.8744 0.00 0.01 0.00
H 3.3705 6.0583 -2.7233 0.00 0.00 0.00
H 4.2670 5.0924 -0.6263 0.01 0.00 0.00
H 3.7650 2.8646 1.1510 -0.01 -0.01 0.00
H -2.6181 3.1285 -0.8548 0.00 0.00 -0.02
H -4.1241 4.9237 -0.0603 0.00 0.00 0.00
H -4.4752 5.3141 2.3359 0.00 0.00 0.00
H -3.3296 3.9336 4.0384 0.00 0.00 0.01
H -1.4493 1.7056 4.1602 0.00 -0.01 -0.01
C 0.2498 -0.4311 -3.3692 -0.02 0.00 -0.01
N -0.8111 -0.3579 -2.3426 0.16 0.02 0.13
C -1.6542 0.8244 -2.5757 0.01 0.01 0.03
C -1.6416 -1.5892 -2.3864 -0.07 -0.02 0.02
C -0.9842 -2.6580 -1.5751 -0.09 -0.02 -0.11
C -1.2210 -4.0038 -1.8086 0.05 -0.07 0.03
C -0.6638 -4.9641 -0.9747 0.02 0.06 0.01
C 0.1318 -4.5597 0.0848 -0.06 0.04 -0.09
C 0.3742 -3.2054 0.3011 0.16 -0.05 0.18
C -0.1741 -2.2280 -0.5195 -0.08 0.37 0.01
H -0.1973 -0.4435 -4.3688 0.00 0.00 0.01
H 0.8322 -1.3375 -3.2201 -0.01 0.00 0.00
H 0.9028 0.4344 -3.2762 0.02 0.00 0.00
H -2.0925 0.7955 -3.5781 0.00 -0.02 0.00
H -1.0452 1.7175 -2.4698 -0.04 0.01 -0.01
H -2.4463 0.8510 -1.8306 0.01 0.00 0.00
H -1.8153 -1.8801 -3.4279 -0.02 0.00 0.02
H -2.6091 -1.3460 -1.9412 0.01 0.03 -0.03
H -1.8454 -4.3053 -2.6417 0.00 0.00 0.00
H -0.8462 -6.0148 -1.1539 0.00 0.00 0.00
H 0.5764 -5.2936 0.7439 0.00 -0.01 0.00
H 1.0235 -2.9733 1.1426 -0.02 0.07 -0.04
```
Forces are in eV/Å.

Computed properties:
Frontier orbital gap (eV): 8.7429
ΔE to the lowest compared entry with this formula, charge and spin (kJ/mol): 0.00
Total charge: +1
Energy (eV): -38779.9600

Results of the Mulliken charge analysis, in e, for atoms 1 through 4: number 1, Pd, carries -0.03; number 2, C, carries -0.99; number 3, N, carries -0.15; number 4, C, carries -0.92



no.,lowest unoccupied orbital energy (eV),molar mass (g/mol),maximum force (eV/Å)
1,-6.0,829.575,0.429
2,-2.2,517.953,0.476